No. 1
Density functional theory data (ωB97M-V/def2-TZVPD) for a cluster of 2 separate species, C2H6N4O3 in total at a distorted geometry.

Summary:
- Multiplicity: 1
- E: -14269.40166 eV
- Gap between HOMO and LUMO: 10.31 eV
- Highest occupied orbital energy: -9.426 eV
- SMILES string: O=CO/C=N\O.[H]/N=N\N

Geometry as XYZ:
```
15
C2H6N4O3 | OMol25 | ωB97M-V/def2-TZVPD
O -1.150 -2.366 0.262
C -1.438 -1.637 -0.669
O -1.580 -0.349 -0.656
C -1.304 0.247 0.600
N -1.250 1.480 0.935
O -1.512 2.362 -0.058
H -1.667 -2.043 -1.683
H -0.947 -0.403 1.393
H -1.756 1.813 -0.823
H 2.122 -1.632 0.280
N 1.390 -1.045 -0.404
N 1.460 0.154 -0.395
N 2.298 0.942 0.265
H 3.032 0.586 0.964
H 2.302 1.892 -0.011
```


No. 2
Density functional theory data (ωB97M-V/def2-TZVPD) for an isolated molecule of C2H6N4OS at a distorted geometry.

Summary:
- Multiplicity: 1
- E: -21010.03604 eV
- Gap between HOMO and LUMO: 9.18 eV
- Highest occupied orbital energy: -8.607 eV
- SMILES string: N/N=C\C(=N/S)NO

Geometry as XYZ:
```
14
C2H6N4OS | OMol25 | ωB97M-V/def2-TZVPD
N -0.632 1.318 -0.773
N -0.342 1.475 0.576
C 0.070 0.323 1.057
C 0.269 -0.869 0.230
N 1.426 -1.212 -0.256
S 2.848 -0.214 -0.030
N -0.839 -1.622 0.139
O -2.031 -0.918 -0.023
H -0.540 2.310 -1.078
H 0.057 0.640 -1.315
H 0.185 0.082 2.104
H 2.223 0.988 0.414
H -0.864 -2.271 -0.659
H -1.832 -0.031 -0.385
```


No. 3
Density functional theory data (ωB97M-V/def2-TZVPD) for an isolated molecule of C2H6N4S at a distorted geometry.

Summary:
- Multiplicity: 1
- E: -18961.04735 eV
- Gap between HOMO and LUMO (alpha / beta): 7.50 / 7.49 eV
- Highest occupied orbital energy (alpha / beta): -8.605 / -8.599 eV
- SMILES string: C/N=N/N=N\SC

Geometry as XYZ:
```
13
C2H6N4S | OMol25 | ωB97M-V/def2-TZVPD
C 1.605 1.173 0.772
N 0.590 0.712 -0.103
N -0.380 1.543 -0.336
N -1.602 1.365 -0.485
N -2.141 0.392 0.107
S -1.407 -0.962 0.671
C -0.782 -1.946 -0.762
H 1.393 0.998 1.852
H 2.476 0.582 0.647
H 2.009 2.288 0.678
H -1.237 -2.898 -1.051
H 0.367 -2.168 -0.559
H -0.892 -1.078 -1.432
```


No. 4
Density functional theory data (ωB97M-V/def2-TZVPD) for an isolated molecule of C2H6N4S2 at a distorted geometry.

Summary:
- Multiplicity: 1
- E: -29798.54998 eV
- Gap between HOMO and LUMO: 8.95 eV
- Highest occupied orbital energy: -8.334 eV
- SMILES string: NN1NCC(=S)N1S

Geometry as XYZ:
```
14
C2H6N4S2 | OMol25 | ωB97M-V/def2-TZVPD
N 1.446 -1.186 0.582
N 0.345 -0.516 0.968
N -0.839 -1.027 0.515
C -1.329 -0.297 -0.556
C -0.492 0.965 -0.586
S -0.651 2.188 -1.630
N 0.400 0.798 0.442
S 1.743 1.827 0.821
H 1.649 -1.113 -0.418
H 1.480 -2.146 0.900
H -1.427 -1.062 1.354
H -2.404 -0.041 -0.614
H -1.272 -0.884 -1.490
H 1.352 2.494 -0.288
```


No. 5
Density functional theory data (ωB97M-V/def2-TZVPD) for the ion C2H6N5 with charge +1 at a distorted geometry.

Summary:
- Multiplicity: 3
- E: -9605.45895 eV
- Gap between HOMO and LUMO (alpha / beta): 5.86 / 6.10 eV
- Highest occupied orbital energy (alpha / beta): -10.335 / -14.118 eV
- Net charge: +1

Geometry as XYZ:
```
13
C2H6N5 | OMol25 | ωB97M-V/def2-TZVPD
C 0.634 -0.415 0.771
C 1.478 0.989 -0.992
N -2.101 -0.451 0.033
N -1.312 -1.435 0.880
N -1.575 0.417 -0.539
N -0.018 -1.390 0.809
N 1.459 0.464 0.415
H 2.345 0.623 -1.547
H 1.692 2.068 -0.885
H 0.495 0.823 -1.455
H -3.082 -0.629 0.184
H -1.677 -2.285 1.280
H 1.663 1.218 1.046
```


No. 6
Density functional theory data (ωB97M-V/def2-TZVPD) for a cluster of 2 separate species, C2H6N5O2 in total at a distorted geometry.

Summary:
- Multiplicity: 1
- E: -13707.58209 eV
- Gap between HOMO and LUMO: 9.57 eV
- Highest occupied orbital energy: -13.692 eV
- Net charge: +1

Geometry as XYZ:
```
15
C2H6N5O2 | OMol25 | ωB97M-V/def2-TZVPD
C -0.225 -2.063 -0.330
C -1.336 0.252 -0.017
N 2.471 0.422 -0.612
N 2.970 0.410 1.634
N -2.542 0.618 0.455
N -0.311 1.145 -0.105
N 2.776 0.410 0.543
O -1.330 -1.124 -0.092
O 0.845 -1.754 -0.714
H -0.715 -3.043 -0.346
H 3.035 0.461 -1.453
H -2.744 1.594 0.724
H -3.274 -0.085 0.454
H -0.199 2.026 0.163
H 0.579 0.731 -0.303
```


No. 7
Density functional theory data (ωB97M-V/def2-TZVPD) for an isolated molecule of C2H6N6 at a distorted geometry.

Summary:
- Multiplicity: 1
- E: -11109.98379 eV
- Gap between HOMO and LUMO: 9.57 eV
- Highest occupied orbital energy: -8.686 eV
- SMILES string: N=C1NNC(=N)NN1

Geometry as XYZ:
```
14
C2H6N6 | OMol25 | ωB97M-V/def2-TZVPD
N -2.655 -0.201 -0.031
C -1.403 -0.047 -0.065
N -0.626 -1.124 -0.335
N 0.568 -1.128 0.421
C 1.408 -0.092 0.045
N 2.668 -0.204 -0.054
N 0.685 1.104 -0.139
N -0.675 1.135 0.210
H -3.206 0.661 0.050
H -1.056 -2.015 -0.240
H 1.100 -2.014 0.259
H 3.152 0.708 -0.182
H 0.896 1.612 -0.994
H -0.855 1.605 1.055
```


No. 8
Density functional theory data (ωB97M-V/def2-TZVPD) for an isolated molecule of C2H6N6 at a distorted geometry.

Summary:
- Multiplicity: 1
- E: -11104.94038 eV
- Gap between HOMO and LUMO: 9.03 eV
- Highest occupied orbital energy: -8.755 eV
- SMILES string: [H]/N=c1\nnn(C)n1N

Geometry as XYZ:
```
14
C2H6N6 | OMol25 | ωB97M-V/def2-TZVPD
H -2.809 -1.820 -0.105
N -2.046 -1.253 0.457
C -1.176 -0.529 -0.074
N -1.429 0.039 -1.226
N -0.320 0.710 -1.481
N 0.501 0.471 -0.605
C 1.763 1.393 -0.566
N -0.107 0.045 0.513
N 0.364 -0.997 1.383
H 2.403 1.081 0.463
H 2.195 1.328 -1.710
H 1.198 2.444 -0.314
H -0.262 -1.045 2.292
H -0.276 -1.866 0.972
```


No. 9
Density functional theory data (ωB97M-V/def2-TZVPD) for a cluster of 3 separate species, C2H6N6 in total at a distorted geometry.

Summary:
- Multiplicity: 1
- E: -11102.05418 eV
- Gap between HOMO and LUMO: 8.50 eV
- Highest occupied orbital energy: -8.717 eV

Geometry as XYZ:
```
14
C2H6N6 | OMol25 | ωB97M-V/def2-TZVPD
C -0.600 -1.558 -0.488
C 1.242 -0.666 -0.047
H -2.048 0.171 1.219
H -2.401 0.977 0.209
H -1.609 -2.227 -0.468
H 2.591 0.428 1.264
H 0.085 2.597 -0.066
H 2.086 0.939 -0.914
N -2.306 -0.001 0.317
N -1.047 -0.237 -0.365
N 0.646 -1.826 -0.354
N 2.487 -0.426 0.347
N 0.229 0.323 0.141
N 0.644 1.506 -0.795
```


No. 10
Density functional theory data (ωB97M-V/def2-TZVPD) for the ion C2H6N7O4 with charge +1 at a distorted geometry.

Summary:
- Multiplicity: 1
- E: -20775.49091 eV
- Gap between HOMO and LUMO: 9.79 eV
- Highest occupied orbital energy: -14.381 eV
- Net charge: +1
- SMILES string: N[C@H](N=C=[NH2+])N(N[N+](=O)[O-])[N+](=O)[O-]

Geometry as XYZ:
```
19
C2H6N7O4 | OMol25 | ωB97M-V/def2-TZVPD
N 1.134 1.027 0.782
C 0.166 0.125 0.554
N 0.934 -1.342 0.216
C 1.196 -2.389 0.652
N 1.686 -3.579 0.839
N -0.677 0.371 -0.540
N -0.432 1.577 -1.321
N -0.950 2.939 -0.789
O -1.034 3.066 0.395
O -1.186 3.643 -1.697
N -1.992 -0.210 -0.654
O -2.183 -1.137 0.052
O -2.762 0.299 -1.425
H 1.662 0.728 1.673
H 1.562 1.520 0.079
H -0.368 -0.229 1.398
H 1.557 -4.092 1.804
H 2.487 -3.847 0.284
H -0.801 1.529 -2.304
```


No. 11
Density functional theory data (ωB97M-V/def2-TZVPD) for the ion C2H6NO2 with charge +1 at a distorted geometry.

Summary:
- Multiplicity: 1
- E: -7743.93796 eV
- Gap between HOMO and LUMO: 10.57 eV
- Highest occupied orbital energy: -17.773 eV
- Net charge: +1
- SMILES string: CO[N+](C)=O

Geometry as XYZ:
```
11
C2H6NO2 | OMol25 | ωB97M-V/def2-TZVPD
C -1.797 -0.153 0.018
O -0.535 0.515 0.049
N 0.510 -0.234 -0.113
C 1.713 0.412 0.074
O 0.522 -1.464 -0.070
H -1.656 -1.129 -0.274
H -2.614 0.424 -0.624
H -2.291 -0.211 0.910
H 2.029 0.655 -1.007
H 2.550 -0.256 0.607
H 1.569 1.441 0.430
```


No. 12
Density functional theory data (ωB97M-V/def2-TZVPD) for a structure of composition C2H6NO2P2 at a distorted geometry.

Summary:
- Multiplicity: 1
- E: -26325.71731 eV
- Gap between HOMO and LUMO: 8.46 eV
- Highest occupied orbital energy: -14.082 eV
- Net charge: +1

Geometry as XYZ:
```
13
C2H6NO2P2 | OMol25 | ωB97M-V/def2-TZVPD
C -1.158 2.049 0.041
C 0.855 -0.621 -0.446
N -1.960 1.134 0.252
O 2.450 -2.652 -0.553
O -0.928 -0.811 1.407
P 2.237 -1.223 -1.259
P 0.379 -1.501 1.062
H -1.346 3.101 -0.411
H -0.108 2.100 0.404
H 0.668 0.385 -0.692
H 3.228 -3.100 -0.683
H -2.954 1.113 0.070
H -1.363 0.026 0.808
```


No. 13
Density functional theory data (ωB97M-V/def2-TZVPD) for a cluster of 2 separate species, C2H6NO3 in total at a distorted geometry.

Summary:
- Multiplicity: 1
- E: -9805.34855 eV
- Gap between HOMO and LUMO: 8.87 eV
- Highest occupied orbital energy: -4.547 eV
- Net charge: -1

Geometry as XYZ:
```
12
C2H6NO3 | OMol25 | ωB97M-V/def2-TZVPD
N 0.941 -0.715 -2.087
C 0.259 -0.153 -0.921
O -0.882 -0.869 -0.502
H 0.352 -0.614 -2.866
H 1.115 -1.679 -1.990
H 1.019 0.003 -0.140
H -0.047 0.855 -1.183
O 0.627 1.220 1.743
C -0.446 0.931 2.320
O -1.454 0.279 1.836
H -0.408 1.269 3.384
H -1.075 -0.529 0.405
```


No. 14
Density functional theory data (ωB97M-V/def2-TZVPD) for a cluster of 2 separate species, C2H6NO3 in total at a distorted geometry.

Summary:
- Multiplicity: 2
- E: -9800.15510 eV
- Gap between HOMO and LUMO (alpha / beta): 11.05 / 7.05 eV
- Highest occupied orbital energy (alpha / beta): -10.482 / -10.462 eV

Geometry as XYZ:
```
12
C2H6NO3 | OMol25 | ωB97M-V/def2-TZVPD
O 0.942 -2.914 0.085
C -0.269 -2.496 0.409
N -0.619 -1.194 0.478
C 0.159 0.031 -0.041
O -0.742 1.063 -0.289
H -1.054 -3.227 0.828
H -1.473 -0.791 0.346
H 1.075 0.377 0.568
H 0.774 -0.407 -0.902
H -0.261 2.721 -0.203
H 1.048 3.285 -0.994
O 0.421 3.552 -0.287
```


No. 15
Density functional theory data (ωB97M-V/def2-TZVPD) for a structure of composition C2H6NO3 at a distorted geometry.

Summary:
- Multiplicity: 3
- E: -9787.51183 eV
- Gap between HOMO and LUMO (alpha / beta): 5.43 / 6.86 eV
- Highest occupied orbital energy (alpha / beta): -8.973 / -16.835 eV
- Net charge: +1

Geometry as XYZ:
```
12
C2H6NO3 | OMol25 | ωB97M-V/def2-TZVPD
C -0.581 0.090 -0.765
C 0.858 -0.434 0.574
N -0.523 0.378 0.696
O 0.688 -0.500 -0.830
O -1.637 -0.651 -1.027
O 1.954 0.401 0.958
H -0.591 1.096 -1.377
H 0.551 -1.420 0.903
H -0.292 1.365 0.851
H -1.102 0.025 1.442
H -2.023 -0.397 -1.916
H 2.697 0.048 0.490
```


No. 16
Density functional theory data (ωB97M-V/def2-TZVPD) for the ion C2H6NO3Si with charge -1 at a distorted geometry.

Summary:
- Multiplicity: 1
- E: -17682.10795 eV
- Gap between HOMO and LUMO: 8.72 eV
- Highest occupied orbital energy: -4.624 eV
- Net charge: -1

Geometry as XYZ:
```
13
C2H6NO3Si | OMol25 | ωB97M-V/def2-TZVPD
C -1.265 -0.597 -0.419
C -0.806 1.250 1.345
N -0.439 -0.133 0.855
O -0.446 -1.106 -1.200
O -2.470 -0.524 -0.385
O 1.024 -0.188 0.508
Si 1.485 -0.795 -0.994
H -0.608 1.388 2.412
H -0.355 2.199 0.759
H -1.827 1.206 1.196
H 3.003 -0.442 -0.795
H 1.167 0.009 -2.118
H 1.536 -2.267 -1.165
```


No. 17
Density functional theory data (ωB97M-V/def2-TZVPD) for a cluster of 2 separate species, C2H6NOS in total at a distorted geometry.

Summary:
- Multiplicity: 1
- E: -16545.20967 eV
- Gap between HOMO and LUMO: 6.73 eV
- Highest occupied orbital energy: -2.628 eV
- Net charge: -1

Geometry as XYZ:
```
11
C2H6NOS | OMol25 | ωB97M-V/def2-TZVPD
C 2.368 -0.765 -1.715
S 0.916 -0.429 -0.625
H 2.471 0.144 -2.323
H 3.355 -0.835 -1.238
H 2.231 -1.614 -2.382
C -1.862 0.339 1.960
N -2.086 0.708 0.681
O -2.463 0.685 2.961
H -1.147 -0.496 2.105
H -1.361 0.593 -0.029
H -2.422 1.670 0.605
```


No. 18
Density functional theory data (ωB97M-V/def2-TZVPD) for a cluster of 2 separate species, C2H6NOS in total at a distorted geometry.

Summary:
- Multiplicity: 1
- E: -16545.07965 eV
- Gap between HOMO and LUMO: 6.83 eV
- Highest occupied orbital energy: -2.728 eV
- Net charge: -1

Geometry as XYZ:
```
11
C2H6NOS | OMol25 | ωB97M-V/def2-TZVPD
C -0.326 1.211 1.834
S 0.266 -0.501 1.976
H 0.258 1.789 2.542
H -0.210 1.586 0.811
H -1.398 1.268 2.046
C -0.010 0.239 -2.039
N 0.544 -0.673 -1.182
O -0.733 -0.013 -2.986
H 0.302 1.294 -1.909
H 0.307 -0.759 -0.152
H 0.524 -1.550 -1.705
```


No. 19
Density functional theory data (ωB97M-V/def2-TZVPD) for a cluster of 2 separate species, C2H6NOS in total at a distorted geometry.

Summary:
- Multiplicity: 1
- E: -16531.06421 eV
- Gap between HOMO and LUMO (alpha / beta): 8.47 / 8.36 eV
- Highest occupied orbital energy (alpha / beta): -14.025 / -13.826 eV
- Net charge: +1

Geometry as XYZ:
```
11
C2H6NOS | OMol25 | ωB97M-V/def2-TZVPD
C 0.896 -1.242 -0.124
C -0.356 0.775 0.641
N -0.895 1.268 -0.675
O 1.859 -3.348 0.750
S 1.481 -1.965 1.145
H 0.368 -1.207 -1.078
H 0.562 1.248 1.051
H -0.972 0.304 1.416
H -0.694 2.299 -0.948
H -1.905 1.151 -0.768
H -0.344 0.719 -1.410
```


No. 20
Density functional theory data (ωB97M-V/def2-TZVPD) for a structure of composition C2H6NP at a distorted geometry.

Summary:
- Multiplicity: 1
- E: -12947.65781 eV
- Gap between HOMO and LUMO: 10.27 eV
- Highest occupied orbital energy: -9.194 eV

Geometry as XYZ:
```
10
C2H6NP | OMol25 | ωB97M-V/def2-TZVPD
C -0.814 -0.203 0.215
C 0.482 -0.816 -0.341
N -0.970 0.201 1.356
P 1.525 0.650 -0.786
H -1.444 0.142 -0.639
H 1.024 -1.436 0.722
H 0.494 -1.614 -1.142
H -1.989 0.400 1.549
H 1.338 1.222 0.488
H 0.353 1.454 -1.421
```


Results for relative energy (zero: lowest compared OMol25 entry of this formula, charge and spin): 109.4; 121.5; 138.3; 92.6; 62.3; 3.2; 7.2; 123.6; 190.1; 27.5; 137.6; 11.5; 19.6; 42.2; 94.9; 5.2; 25.8; 28.8; 109.0; 24.8 (in kcal per mole, following the order of the records).